C5H7Cl2F | ωB97M-V/def2-TZVPD

Geometry as ORCA input:
```
! RIJCOSX wB97M-V def2-TZVPD def2/J DEFGRID3
* xyz 0 1
F 2.35442 -0.31528 -0.71496
C 1.68778 -1.25511 0.02135
C 0.26166 -0.92040 0.46151
C -0.38976 0.18071 0.04624
C 0.14850 1.30942 -0.84977
Cl 0.39021 2.79846 0.11430
C -1.69363 0.29303 0.68711
Cl -3.03982 -0.01064 -0.56441
H 1.61364 -2.18822 -0.59710
H 2.33362 -1.48616 0.91424
H -0.18387 -1.77209 0.96908
H -0.59672 1.51434 -1.57464
H 1.06409 1.13519 -1.44787
H -1.95392 -0.54087 1.33058
H -1.99619 1.25763 1.20435
*
```

E_HOMO ... -9.9 eV
HOMO-LUMO gap ... 10.7 eV
SMILES ... FCC=C(CCl)CCl
LUMO level ... 0.73 eV



C5H7Cl2N2 | ωB97M-V/def2-TZVPD

Geometry as ORCA input:
```
! RIJCOSX wB97M-V def2-TZVPD def2/J DEFGRID3
* xyz 1 1
C 0.08654 1.34007 0.91418
C 0.84745 0.36651 0.43820
C -1.18150 -0.26262 -0.08830
C -2.31643 -0.92024 -0.75023
C 2.81959 0.01856 0.39730
N -1.23709 0.95097 0.47922
N 0.10031 -0.56652 -0.23080
Cl 3.66526 1.32937 -0.40184
Cl 3.08151 -1.55755 -0.43631
H 0.40267 2.20803 1.42345
H -2.10117 -0.75094 -1.79821
H -2.52443 -2.05418 -0.64612
H -3.25462 -0.47071 -0.50827
H 3.14087 0.02887 1.50451
H -2.08137 1.42836 0.67614
H 0.55241 -1.08796 -0.97292
*
```

E_HOMO ... -14.3 eV
HOMO-LUMO gap ... 11.0 eV
LUMO level ... -3.37 eV



C5H7Cl2N2OS | ωB97M-V/def2-TZVPD

Geometry as ORCA input:
```
! RIJCOSX wB97M-V def2-TZVPD def2/J DEFGRID3
* xyz 1 1
C -0.57040 1.45243 -2.08294
C 0.04427 0.69067 -0.99715
N 1.36208 0.73070 -0.93028
S 2.08131 -0.37800 0.01945
O 2.34746 -1.55500 -0.96364
Cl 3.81881 0.38943 0.68796
N 1.19650 -0.69120 1.29622
C -0.07618 -0.64028 1.21198
C -0.98571 -0.83943 2.30404
C -0.83574 -0.12283 -0.10889
Cl -1.06802 -1.68403 -1.00561
H -1.17879 2.35812 -1.88473
H -1.13108 0.78059 -2.73665
H 0.30061 1.66539 -2.67008
H -1.44774 0.18836 2.42197
H -0.26545 -1.00641 3.14437
H -1.69197 -1.63350 2.20655
H -1.89995 0.29500 0.08741
*
```

E_HOMO ... -15.0 eV
HOMO-LUMO gap ... 9.5 eV
SMILES ... CC1=N[S@@](=O)(Cl)=[N+]=C(C)[C@@H]1Cl
LUMO level ... -5.57 eV



C5H7Cl2NS | ωB97M-V/def2-TZVPD

Geometry as ORCA input:
```
! RIJCOSX wB97M-V def2-TZVPD def2/J DEFGRID3
* xyz 0 1
C 0.61396 -0.15555 0.70068
C 0.78103 1.34386 0.59313
C -1.49956 -0.62808 -0.27888
C -1.65883 0.05704 -1.61376
C 1.72238 -1.05318 1.05477
N -0.52844 -0.63503 0.50008
S -0.64984 2.46962 0.52233
Cl -2.94075 -1.46613 0.13275
Cl 2.13073 -1.88426 -0.50588
H 1.27665 1.72390 1.55094
H 1.26119 1.71598 -0.33034
H -2.16020 0.97318 -1.35379
H -2.05745 -0.55166 -2.35020
H -0.50660 0.33505 -1.83073
H 1.61606 -1.84182 1.93770
H 2.59966 -0.40292 1.27119
*
```

E_HOMO (alpha / beta) ... -8.2 / -7.0 eV
HOMO-LUMO gap (alpha / beta) ... 7.1 / 5.1 eV
LUMO level (alpha / beta) ... -1.08 / -1.94 eV



We obtain energy above the lowest of the compared OMol25 structures with the same formula, charge and spin values of 32.1, 33.5, 52.9, 160.8 kJ/mol for the records listed above, in that order.